# 1
C36H51BaClN3OP2 as an isolated structure in a non-equilibrium geometry. Source: the Open Molecules 2025 dataset; level of theory: ωB97M-V with the def2-TZVPD basis set.

Element x y z (Å)
C 2.1602 -0.8947 -1.0035
C 2.3722 1.2378 -0.0571
C 3.4771 -0.8714 -1.4623
C 3.7582 1.2372 -0.3667
C 4.3041 0.1941 -1.0936
H 3.8230 -1.6882 -2.0891
H 4.3423 2.1051 -0.0731
H 5.3460 0.2007 -1.3938
N 1.6025 0.1233 -0.3255
P 0.2180 -2.6510 0.0594
P 0.1008 2.8909 0.3603
C 1.2981 -2.1336 -1.3305
H 0.6550 -1.8927 -2.1885
H 1.9335 -2.9782 -1.6326
C -4.3759 0.1241 1.1431
O -5.5017 0.2131 0.9429
C 1.7810 2.4275 0.5003
H 2.4803 3.1389 0.9569
C -0.2147 3.8795 -1.2393
C -0.3126 3.8160 1.9607
C -1.1702 -3.7597 -0.6131
C 1.4321 -3.5311 1.2129
C -1.7139 3.7279 -1.5771
H -2.3561 4.2020 -0.8226
H -1.9232 4.2006 -2.5473
H -2.0027 2.6698 -1.6492
C 0.1919 5.3460 -1.0712
H -0.4174 5.8804 -0.3328
H 1.2529 5.4325 -0.7974
H 0.0574 5.8636 -2.0345
C 0.6552 3.2562 -2.3425
H 0.4161 3.7215 -3.3121
H 1.7225 3.4204 -2.1458
H 0.4828 2.1785 -2.4378
C -1.7663 4.3246 1.8667
H -2.4730 3.5266 1.5845
H -2.0796 4.7127 2.8465
H -1.8752 5.1399 1.1371
C -0.1533 2.8168 3.1252
H -0.8603 1.9686 3.0875
H 0.8671 2.4094 3.1689
H -0.3406 3.3384 4.0757
C 0.6631 4.9719 2.1846
H 0.6508 5.7091 1.3765
H 0.3736 5.4916 3.1116
H 1.6909 4.6132 2.3057
C 0.6306 -4.1366 2.3806
H 1.3354 -4.5543 3.1160
H 0.0299 -3.3685 2.8916
H -0.0356 -4.9473 2.0552
C 2.4217 -2.4911 1.7701
H 3.0930 -2.1031 0.9937
H 1.9153 -1.6415 2.2472
H 3.0449 -2.9749 2.5388
C 2.2350 -4.5907 0.4562
H 2.8998 -5.0927 1.1740
H 1.6045 -5.3566 -0.0023
H 2.8621 -4.1463 -0.3259
C -1.7423 -3.1469 -1.9061
H -0.9926 -3.1095 -2.7087
H -2.5714 -3.7793 -2.2618
H -2.1324 -2.1324 -1.7618
C -2.2673 -3.8162 0.4743
H -2.6902 -2.8202 0.7059
H -3.0942 -4.4488 0.1170
H -1.8938 -4.2441 1.4154
C -0.6435 -5.1593 -0.9372
H 0.1658 -5.1250 -1.6816
H -0.3108 -5.7033 -0.0439
H -1.4629 -5.7495 -1.3774
Ba -1.0173 0.0460 0.9933
N -1.3432 0.2049 -1.6546
C -1.2663 0.2511 -2.8293
C -1.3400 0.2957 -4.2380
C -2.5380 -0.1185 -4.8564
C -0.2594 0.7703 -5.0150
C -2.6648 -0.0194 -6.2421
H -3.3570 -0.5099 -4.2408
C -0.4151 0.8760 -6.3995
H 0.6839 1.0479 -4.5318
C -1.6140 0.4895 -7.0165
H -3.5923 -0.3385 -6.7222
H 0.4066 1.2645 -7.0061
H -1.7301 0.5797 -8.1000
Cl -2.8844 -1.8825 6.1466
C -1.3784 -1.3562 5.5235
C -0.3123 -1.1135 6.3906
C 0.8913 -0.6720 5.8282
C 0.9632 -0.4555 4.4491
N -0.0759 -0.6692 3.6178
C -1.2445 -1.1188 4.1463
H -0.4488 -1.2524 7.4615
H 1.7688 -0.4751 6.4368
H 1.8885 -0.0774 3.9898
H -2.0936 -1.2384 3.4718

The orbital gap comes out at 5.4 eV. The LUMO energy comes out at -0.0953 Ha. The net charge is +1.

These are the Löwdin partial charges, in e, on atoms 1 to 5: number 1, C, carries -0.383; number 2, C, carries -0.381; number 3, C, carries -0.081; number 4, C, carries -0.048; number 5, C, carries -0.070

***

# 2
C36H51BrN3OP2Pt as an isolated structure in a non-equilibrium geometry. Source: the Open Molecules 2025 dataset; level of theory: ωB97M-V with the def2-TZVPD basis set.

Element x y z (Å)
C -1.3797 -1.3137 -1.8404
C 0.6954 -2.2708 -1.1598
C -1.5419 -2.3136 -2.8004
C 0.4466 -3.4014 -1.9843
C -0.6600 -3.3985 -2.8051
H -2.4109 -2.2568 -3.4548
H 1.2140 -4.1703 -2.0136
H -0.8416 -4.2313 -3.4847
N -0.3291 -1.3602 -1.0021
P -2.3504 0.1648 0.2028
P 2.3150 -0.4853 0.2946
C -2.3729 -0.1858 -1.6248
H -2.0744 0.7193 -2.1795
H -3.3641 -0.4628 -2.0043
C 0.3785 1.3194 1.7087
O 0.6989 2.1420 2.4689
C 1.9461 -1.9470 -0.6321
H 2.7415 -2.6669 -0.8368
C 3.5095 0.2546 -1.0397
C 3.3972 -0.9209 1.8753
C -3.0563 1.8814 0.3924
C -3.5401 -1.2089 0.8020
C 3.5547 1.7733 -0.8318
H 3.9896 2.0445 0.1379
H 4.1901 2.2217 -1.6096
H 2.5677 2.2406 -0.8968
C 4.9158 -0.3429 -0.9539
H 5.4592 -0.1141 -0.0344
H 4.8882 -1.4298 -1.0991
H 5.5104 0.0587 -1.7902
C 3.0679 -0.1318 -2.4628
H 3.5421 0.5623 -3.1726
H 3.3909 -1.1505 -2.7162
H 1.9897 -0.1068 -2.6272
C 4.1787 0.3341 2.3166
H 3.4974 1.1656 2.5525
H 4.7302 0.0785 3.2360
H 4.9140 0.6787 1.5797
C 2.5310 -1.3588 3.0582
H 1.7900 -0.6078 3.3419
H 2.0218 -2.3071 2.8531
H 3.1925 -1.5283 3.9244
C 4.3291 -2.1113 1.6102
H 5.0397 -1.9618 0.7948
H 4.9204 -2.2760 2.5250
H 3.7463 -3.0204 1.4117
C -4.0062 -0.8693 2.2242
H -4.6196 -1.7036 2.5983
H -3.1503 -0.7496 2.8998
H -4.6320 0.0322 2.2639
C -2.7990 -2.5516 0.8349
H -2.4649 -2.8639 -0.1614
H -1.9353 -2.5159 1.5030
H -3.4888 -3.3218 1.2140
C -4.7601 -1.4020 -0.1190
H -5.4228 -2.1406 0.3596
H -5.3428 -0.4865 -0.2695
H -4.4795 -1.8144 -1.0972
C -2.2498 2.8584 -0.4756
H -2.3340 2.6347 -1.5439
H -2.6335 3.8757 -0.3109
H -1.1869 2.8527 -0.2100
C -2.9180 2.3174 1.8584
H -1.8677 2.4088 2.1531
H -3.3890 3.3041 1.9649
H -3.4112 1.6309 2.5537
C -4.5248 1.8946 -0.0356
H -4.6642 1.5322 -1.0631
H -5.1684 1.3213 0.6428
H -4.8780 2.9357 -0.0053
Pt -0.0131 0.0499 0.4573
N 0.1906 1.2729 -1.5528
C 0.6390 1.5995 -2.6002
C 0.8562 2.4864 -3.7060
C 0.6660 3.8639 -3.4854
C 1.1911 2.0292 -4.9964
C 0.7338 4.7583 -4.5565
H 0.4728 4.2176 -2.4664
C 1.2617 2.9383 -6.0535
H 1.3949 0.9686 -5.1549
C 1.0454 4.3064 -5.8456
H 0.5485 5.8195 -4.3780
H 1.4934 2.5965 -7.0639
H 1.1208 5.0224 -6.6722
Br -0.6603 -4.7088 4.7479
C -0.8098 -2.8127 4.5641
C -1.2532 -2.0177 5.6200
C -1.3759 -0.6455 5.4119
C -1.0396 -0.1192 4.1594
N -0.6100 -0.8865 3.1548
C -0.4777 -2.2107 3.3441
H -1.4928 -2.4812 6.5733
H -1.7203 0.0388 6.1824
H -1.1268 0.9538 3.9773
H -0.0862 -2.8166 2.5306

The orbital gap (alpha / beta) comes out at 4.2 / 3.0 eV. As for the spin multiplicity: 5. The LUMO energy (alpha / beta) comes out at -0.3230 / -0.4885 Ha. The net charge is +3.

These are the Löwdin partial charges, in e, on atoms 1 to 5: number 1, C, carries -0.328; number 2, C, carries -0.329; number 3, C, carries 0.025; number 4, C, carries 0.030; number 5, C, carries -0.003